The following is a quantum chemistry calculation of C56H55IrN4O2P3 as an isolated structure at a distorted geometry, from the Open Molecules 2025 dataset.

Its total charge is +4. The value obtained for the HOMO energy (alpha / beta) is -18.23 / -18.19 eV. The value obtained for the LUMO energy (alpha / beta) is -12.317 / -13.205 eV. Its spin multiplicity is 2. For the frontier orbital gap (alpha / beta), the calculation gives 5.917 / 4.987 eV.

XYZ file:
```
121
Properties=species:S:1:pos:R:3:forces:R:3
Ir -0.717199 0.087136 -0.824469 -1.7 -0.7 -0.6
P -1.600099 -1.448964 0.911331 0.5 0.0 0.1
P 1.780901 -0.112964 -1.099569 0.5 -0.3 0.9
P 1.787001 0.957736 1.615831 1.8 1.2 0.3
O -2.430299 1.015936 -2.125569 0.6 -0.3 0.9
O -3.130799 2.753036 1.914231 0.0 -0.8 0.5
N 2.471901 0.959036 0.051831 -0.7 -0.5 0.3
N -1.655799 1.801036 0.555731 0.9 -1.7 -0.5
N -2.386299 0.731236 -4.359169 0.2 0.0 -0.1
N -1.094699 -1.673864 -2.505269 0.6 1.2 1.4
C 1.400301 -4.611064 2.379531 -0.1 0.1 -0.1
C -3.916799 -1.588864 -0.605569 0.2 0.0 0.1
C 2.202001 -2.892364 -1.284269 0.0 0.0 0.1
C 4.445401 0.370236 2.468331 0.2 -0.1 -0.1
C -4.933599 -3.825564 0.693031 -0.1 0.1 0.0
C 3.093001 0.495536 2.792031 -0.8 -0.3 -0.5
C 5.371701 0.194936 3.480231 0.1 0.0 -0.3
C 2.681901 0.349436 4.123131 -0.1 0.1 0.3
C -2.316799 -3.620064 -4.079069 0.1 0.1 0.1
C -1.151799 -0.033964 -4.315969 0.0 0.1 0.3
C 2.477301 0.465136 -2.674769 -0.9 0.1 0.0
C -0.597099 -4.110064 1.132531 -0.1 0.1 -0.1
C -1.104899 5.370736 -0.792069 0.1 -0.2 0.1
C 3.634601 1.089436 -5.115169 0.0 0.1 0.2
C -3.159399 0.141336 4.931131 0.1 -0.1 0.0
C -2.952399 1.181236 -3.243369 -0.6 0.1 -0.6
C 3.250601 1.615936 -2.800769 -0.3 0.1 0.2
C -0.470299 -2.761964 1.466431 0.2 0.3 -0.5
C -3.717099 -3.298864 1.089531 0.2 0.0 0.1
C 0.599001 -2.359164 2.273731 -0.1 0.2 -0.1
C -1.941799 -3.895964 -2.771769 0.2 0.2 -0.1
C -4.243199 1.927736 -3.367069 -0.1 0.0 0.0
C 1.568401 2.724936 2.076831 -0.6 -0.5 0.0
C 1.515601 -3.275664 2.743931 0.1 0.0 0.0
C -2.211399 -1.569464 3.553631 0.2 -0.1 -0.1
C 4.960101 0.067136 4.802331 -0.1 0.0 0.0
C -2.428399 0.668236 2.671231 -0.1 -0.2 0.5
C -3.195999 -2.186364 0.429731 0.3 0.5 -0.7
C -5.120299 -2.136064 -1.012169 -0.2 0.0 0.1
C -2.048099 -0.671264 2.500131 0.3 0.6 -0.4
C 3.609101 0.151136 5.124331 -0.2 -0.1 0.0
C 0.670101 3.044036 3.087531 -0.1 0.0 0.0
C 2.459101 3.669836 1.578631 0.0 -0.2 0.0
C -2.962499 1.054536 3.913131 0.0 0.1 -0.3
C 1.609101 5.247736 3.186431 -0.1 0.1 0.1
C 4.153401 -1.559864 -0.826769 -0.1 0.1 0.1
C 2.773001 -1.660664 -0.992769 -1.0 0.0 0.2
C 0.095601 3.298936 -1.481569 -0.2 0.2 0.2
C -1.415399 -1.416864 -3.774069 -0.1 0.4 -0.6
C 3.006601 -4.012264 -1.423469 0.0 0.0 0.0
C -2.363699 1.714736 1.646331 0.2 -0.1 0.0
C -0.724199 3.950936 -0.373669 -0.2 -0.3 0.2
C 2.278001 -0.369764 -3.781769 -0.1 0.1 0.2
C 4.377601 -3.910864 -1.247669 -0.1 -0.1 0.0
C -1.330499 -2.898464 -2.036069 -0.1 -0.6 0.4
C 3.829001 1.922536 -4.020269 0.1 -0.1 -0.2
C 2.491901 4.920836 2.170131 0.1 0.1 -0.2
C -2.028599 -2.365064 -4.587869 0.2 0.0 0.4
C 4.947001 -2.688764 -0.926569 0.0 0.2 0.0
C 0.338801 -5.022964 1.587431 0.1 -0.1 0.1
C 2.854301 -0.054164 -4.995469 0.0 0.0 0.0
C -5.631399 -3.255364 -0.364469 0.1 0.1 0.0
C -2.776699 -1.178864 4.753431 -0.1 0.2 -0.1
C 0.690701 4.312836 3.642631 0.0 0.0 -0.1
C -2.961099 3.732636 0.907131 0.2 0.8 -0.6
C -1.969899 3.087736 -0.075269 0.1 0.9 -1.0
H 4.625001 -0.604264 -0.653269 0.1 0.1 0.0
H 4.436001 2.808636 -4.121369 0.1 0.1 0.0
H 6.423501 0.148536 3.234931 0.0 0.0 0.0
H -2.827899 0.894136 -5.255569 0.0 0.1 0.2
H -0.202999 5.925636 -1.036769 0.0 0.1 0.0
H 3.226101 5.638136 1.837131 0.0 0.1 -0.1
H 1.629701 0.405536 4.364231 -0.1 0.0 0.1
H -0.428799 0.484036 -3.671069 -0.1 -0.1 -0.2
H -1.738699 5.371136 -1.673869 -0.1 0.0 -0.2
H 2.307701 -2.954564 3.405531 0.1 0.0 0.0
H 6.013801 -2.608664 -0.779069 0.1 0.0 0.0
H -1.894799 -2.593864 3.432331 -0.1 -0.1 0.1
H -0.134599 3.999536 0.546731 0.0 0.0 0.0
H 0.002001 4.570236 4.432131 -0.1 0.0 0.1
H 5.689301 -0.117664 5.576331 0.1 0.0 0.1
H 1.135701 -2.979864 -1.420269 -0.1 0.0 0.0
H -2.271599 -2.115364 -5.607769 0.0 0.1 -0.1
H -0.406799 3.414936 -2.440069 0.0 -0.1 -0.1
H 1.692101 -1.274064 -3.673969 0.0 -0.1 -0.1
H 5.007501 -4.777564 -1.379869 0.0 -0.1 0.0
H 3.401801 2.271436 -1.956369 0.0 0.1 0.1
H -2.810499 -4.366964 -4.681369 0.0 -0.1 -0.1
H 0.682001 -1.315364 2.558031 0.0 -0.1 0.1
H 0.232401 -6.065364 1.334231 0.0 -0.1 0.0
H -0.035599 2.307136 3.444231 -0.1 -0.1 0.1
H -3.621599 0.456436 5.853531 0.0 0.1 0.1
H -2.574699 4.635636 1.387631 0.0 -0.1 -0.1
H -1.434099 -4.465964 0.550731 -0.1 0.0 -0.1
H 4.105801 1.322036 -6.056769 0.0 0.1 -0.1
H -4.033899 2.999236 -3.354669 0.0 0.0 0.0
H -5.671799 -1.686064 -1.824769 -0.1 0.0 0.0
H 0.225901 2.222236 -1.278769 0.2 -0.1 -0.1
H 3.133801 3.432836 0.772531 0.2 0.0 -0.1
H -4.771299 1.696436 -4.288369 0.0 0.0 -0.1
H -0.741899 -0.100264 -5.321369 0.0 0.1 0.0
H -2.103999 -4.869964 -2.336169 0.0 0.0 0.1
H -3.935699 3.965636 0.471631 0.1 -0.1 0.1
H -4.887599 1.706636 -2.517369 0.1 0.0 0.0
H -1.018899 -3.091864 -1.020669 0.0 0.0 -0.1
H -3.525499 -0.699664 -1.085069 -0.1 0.0 -0.1
H -2.925299 -1.904064 5.536531 0.0 -0.1 0.1
H -1.623299 5.915236 -0.009269 0.0 0.1 0.1
H 1.078701 3.754336 -1.557969 0.2 -0.1 0.0
H -2.448199 2.871636 -1.037369 0.0 0.2 0.3
H -3.236599 2.086636 4.068031 -0.1 0.0 0.0
H -3.180899 -3.749064 1.910031 0.0 -0.1 0.1
H 4.796901 0.449436 1.450631 0.1 0.0 -0.1
H 2.133601 -5.325664 2.715231 0.1 -0.1 0.1
H 3.486001 1.045036 0.005531 -0.1 0.0 -0.1
H 2.564401 -4.959764 -1.687869 0.0 -0.1 0.0
H -5.339999 -4.677764 1.215931 0.0 -0.1 0.0
H 3.286201 0.041236 6.147531 0.0 0.0 0.1
H 1.637501 6.234836 3.624831 0.0 0.0 0.0
H -6.575599 -3.676264 -0.673069 -0.1 0.0 0.0
H 2.715301 -0.703764 -5.845669 0.0 -0.1 -0.1
```
Positions in Å, forces in eV/Å.